(1)
78
Properties=species:S:1:pos:R:3:forces:R:3 method="wB97M-V/def2-TZVPD" e_above_lowest_kcal_mol=0.0 homo_ev=-7.271 total_charge=0 largest_force_ev_per_a=1.329 smiles=CCCCn1c(-c2ccccc2)nc(-c2ccccc2)c1CN(Cc1ccc2c(c1)OCO2)Cc1ccc2c(c1)OCO2 multiplicity=1
C -0.622177 -5.739292 -0.060693 -0.09 -0.06 0.24
C -0.725524 -5.529838 1.446059 0.18 0.15 -0.07
C -0.282065 -4.135299 1.885031 -0.29 -0.11 0.03
C -1.270171 -3.046468 1.452876 0.08 -0.75 0.04
N -0.770981 -1.740991 1.803359 -0.07 0.51 0.19
C -0.822168 -1.142081 3.029721 0.13 0.24 -0.34
C -1.629030 -1.603754 4.154530 -0.22 -0.18 0.26
C -2.981240 -1.906890 4.014390 0.09 0.03 -0.01
C -3.716431 -2.334603 5.104738 -0.12 -0.06 0.03
C -3.116475 -2.455013 6.346895 -0.04 -0.01 0.05
C -1.779288 -2.126544 6.499912 -0.01 -0.01 0.10
C -1.039828 -1.701018 5.412895 0.01 0.00 -0.13
N -0.055598 -0.081882 3.074160 -0.07 0.09 0.36
C 0.532557 0.033235 1.847807 -0.21 -0.87 -0.16
C 1.436191 1.143600 1.584957 0.22 0.24 -0.07
C 1.275743 2.314594 2.326888 0.06 -0.08 0.01
C 2.099080 3.402041 2.118105 0.03 0.06 0.04
C 3.101236 3.341660 1.162097 0.10 0.05 -0.03
C 3.284228 2.177625 0.435357 0.11 0.08 -0.12
C 2.467396 1.082421 0.650453 -0.09 -0.05 0.06
C 0.095626 -0.999217 1.039044 0.42 0.40 0.03
C 0.368160 -1.312146 -0.393097 -0.06 -0.10 0.00
N -0.853639 -1.593022 -1.133066 0.23 0.11 -0.17
C -1.879948 -0.550359 -1.072329 -0.22 -0.09 0.19
C -1.414136 0.845562 -0.737876 -0.17 0.09 0.03
C -1.890859 1.475891 0.401789 -0.10 -0.10 -0.20
C -1.501024 2.763255 0.758620 0.19 0.37 -0.13
C -0.595319 3.390242 -0.060114 0.03 -0.33 -0.50
C -0.105897 2.764993 -1.205414 -0.28 0.16 0.46
C -0.507550 1.506761 -1.573495 0.14 0.33 -0.02
O 0.771581 3.602674 -1.843328 -0.17 -0.43 -0.13
C 0.836161 4.766416 -1.047525 0.76 1.01 -0.24
O -0.043063 4.638906 0.047335 -0.36 -0.21 0.30
C -0.627908 -2.186887 -2.443881 -0.06 -0.01 0.01
C -0.024787 -1.265620 -3.476621 -0.15 -0.08 -0.10
C -0.836251 -0.609491 -4.391638 0.04 -0.18 0.12
C -0.332788 0.320791 -5.298780 0.32 0.24 -0.13
C 1.014901 0.576190 -5.246246 0.17 -0.29 0.39
C 1.844941 -0.091838 -4.343847 -0.37 0.21 -0.25
C 1.354431 -1.020947 -3.461645 0.18 0.20 -0.20
O 3.135756 0.328771 -4.517605 -0.22 -0.41 0.29
C 3.087250 1.316010 -5.524767 1.02 0.74 -0.41
O 1.765960 1.431731 -6.005937 -0.51 -0.15 -0.05
H -1.287114 -5.069228 -0.599190 -0.06 0.07 -0.15
H -0.890976 -6.761247 -0.317278 -0.02 -0.07 -0.12
H 0.396275 -5.560609 -0.399052 0.12 0.03 -0.09
H -1.754809 -5.698846 1.770000 -0.03 -0.08 0.08
H -0.096788 -6.268332 1.948016 -0.08 -0.03 0.05
H 0.702363 -3.916877 1.464971 0.07 0.05 0.01
H -0.190968 -4.107991 2.974166 0.06 0.07 0.00
H -2.226494 -3.215729 1.950499 0.06 0.03 -0.10
H -1.414073 -3.063642 0.371842 -0.10 0.04 0.17
H -3.469285 -1.776517 3.058488 -0.01 0.00 -0.09
H -4.765010 -2.567150 4.986271 -0.07 -0.01 -0.01
H -3.693288 -2.792305 7.195420 -0.04 -0.02 0.07
H -1.312620 -2.203210 7.471067 0.04 -0.01 0.07
H 0.000706 -1.435883 5.519330 0.11 0.02 0.01
H 0.494704 2.343760 3.069850 -0.08 0.02 0.07
H 1.958824 4.303566 2.696763 -0.03 0.07 0.05
H 3.749450 4.191482 0.997715 0.05 0.05 0.00
H 4.075254 2.117579 -0.298998 0.06 -0.01 -0.04
H 2.659308 0.168801 0.108877 0.00 -0.09 -0.04
H 0.927759 -0.471286 -0.823209 0.05 -0.14 0.10
H 0.992661 -2.212589 -0.461322 0.07 0.06 -0.09
H -2.611364 -0.854837 -0.310996 -0.07 0.14 -0.09
H -2.397955 -0.526301 -2.034012 -0.03 -0.07 0.05
H -2.588611 0.956108 1.041291 -0.06 -0.13 0.08
H -1.883390 3.243820 1.642574 -0.05 0.07 0.16
H -0.138236 1.056981 -2.478541 0.09 -0.09 -0.15
H 0.546870 5.641171 -1.652032 -0.02 -0.24 0.13
H 1.865764 4.900037 -0.677746 -0.25 -0.11 -0.05
H -1.594088 -2.556412 -2.800143 0.10 -0.04 -0.05
H 0.028338 -3.049900 -2.293423 -0.07 -0.04 -0.05
H -1.894398 -0.824132 -4.410567 -0.12 -0.05 0.03
H -0.969911 0.823538 -6.006313 -0.09 0.08 -0.10
H 2.014202 -1.542405 -2.788783 0.10 -0.09 0.14
H 3.756516 1.031476 -6.351525 -0.20 0.00 0.19
H 3.413770 2.283321 -5.108150 -0.15 -0.24 -0.04



(2)
93
Properties=species:S:1:pos:R:3:forces:R:3 method="wB97M-V/def2-TZVPD" homo_ev="-7.641 / -7.647" total_charge=0 largest_force_ev_per_a=1.166 multiplicity=4
Tc -0.825409 -0.676700 0.436292 -0.50 0.36 -0.46
C -2.498576 2.345313 2.858107 -0.04 0.06 0.01
C -2.002813 0.935127 2.603296 0.04 -0.04 -0.15
C -1.467018 0.303995 3.884179 0.00 0.04 -0.01
O -1.003934 0.973074 1.580141 -0.05 -0.39 0.15
C -3.117906 0.053969 2.022029 -0.11 0.07 0.02
O -4.229523 0.030009 2.484639 -0.02 -0.03 -0.02
O -2.744519 -0.670222 0.973150 0.14 -0.03 -0.02
H -1.704906 2.928923 3.328831 -0.02 -0.01 0.00
H -3.358470 2.306824 3.525259 -0.01 0.02 0.00
H -2.789480 2.828787 1.925047 0.03 -0.02 0.07
H -0.636697 0.901026 4.264142 0.00 0.01 0.00
H -1.110654 -0.709756 3.713796 0.01 -0.02 -0.01
H -2.264117 0.277457 4.627274 0.01 0.00 0.01
H 0.053335 1.569005 1.670980 1.15 0.12 0.13
O 3.230716 -2.014210 -0.940689 -0.10 0.01 0.08
C 3.455410 -1.031864 -1.839129 -0.06 0.11 -0.05
C 4.667925 -1.084158 -2.526415 -0.01 0.01 -0.01
C 4.981345 -0.123335 -3.464359 0.01 0.00 -0.01
C 4.095567 0.916234 -3.739717 0.01 0.02 -0.01
C 2.892802 0.971546 -3.069788 0.01 -0.02 0.01
C 2.546496 0.003702 -2.121711 0.03 -0.08 0.06
C 1.232193 0.090669 -1.460935 0.00 -0.04 0.01
O 0.999833 -0.713075 -0.444185 0.04 0.01 0.08
N 0.338961 0.911863 -1.898952 -0.02 0.01 -0.02
N -0.833251 0.819434 -1.152396 -0.05 -0.14 0.09
C -1.690553 1.734900 -1.459823 0.03 -0.04 0.03
S -1.316054 2.918495 -2.676682 0.00 0.02 -0.01
C -2.734136 3.966617 -2.262247 0.01 0.02 -0.01
C -3.887470 3.066257 -1.878720 -0.01 0.00 -0.01
S -3.254996 1.835580 -0.708641 0.01 -0.01 -0.06
H 2.421639 -1.791401 -0.442488 0.01 0.00 -0.02
H 5.349282 -1.891204 -2.291987 0.00 0.00 0.00
H 5.931084 -0.176331 -3.981681 0.00 0.00 0.00
H 4.351313 1.677699 -4.463589 0.00 0.00 0.00
H 2.189303 1.772035 -3.254376 0.01 0.00 0.00
H -2.968542 4.570961 -3.137885 -0.01 0.00 0.00
H -2.450648 4.620265 -1.437351 0.00 0.01 0.00
H -4.295010 2.550277 -2.748137 0.00 0.01 0.00
H -4.684224 3.611770 -1.374597 0.00 0.00 0.00
S -0.470553 -2.567302 1.788942 0.06 0.01 0.05
C -1.342950 -3.698114 0.779057 -0.02 -0.10 0.14
N -1.656987 -4.878196 1.280026 0.01 0.12 -0.09
N -2.050103 -5.870823 0.518408 -0.03 -0.03 -0.05
C -1.739391 -6.139919 -0.853710 0.00 0.04 0.08
C -2.712517 -6.707973 -1.654132 -0.06 0.02 -0.02
C -2.409672 -7.040021 -2.969317 0.00 0.00 0.00
C -1.144250 -6.797078 -3.474826 0.02 0.01 0.02
C -0.168848 -6.234325 -2.655733 -0.02 -0.01 -0.02
C -0.458170 -5.912462 -1.343775 0.04 0.00 0.01
N -1.666558 -3.386699 -0.504786 0.09 -0.03 -0.04
N -1.371784 -2.208029 -0.853302 -0.01 -0.16 -0.08
C -1.683356 -1.895375 -2.226761 -0.02 0.03 0.02
C -0.691382 -2.035996 -3.180635 0.05 0.01 0.03
C -0.968108 -1.676674 -4.491175 -0.03 0.02 -0.01
C -2.221036 -1.183381 -4.827502 0.01 -0.01 0.03
C -3.205464 -1.053523 -3.855208 0.00 0.01 -0.04
C -2.940632 -1.408085 -2.541866 -0.02 0.00 0.05
H -2.374582 -6.654605 1.062743 0.05 -0.02 0.00
H -3.706957 -6.868770 -1.257120 0.00 -0.01 0.00
H -3.173192 -7.478270 -3.598232 0.00 0.00 0.00
H -0.911358 -7.047035 -4.501138 0.00 0.00 0.00
H 0.826450 -6.053289 -3.039937 0.00 0.00 -0.01
H 0.301052 -5.478511 -0.704622 -0.01 -0.01 0.00
H 0.284620 -2.408235 -2.892918 0.00 0.01 0.00
H -0.198755 -1.773619 -5.245506 0.00 0.00 0.00
H -2.431792 -0.896570 -5.849348 0.00 0.00 0.00
H -4.183857 -0.674068 -4.121341 0.01 0.00 0.01
H -3.682039 -1.300841 -1.759912 -0.01 0.01 0.00
N 2.598696 6.329809 6.177667 -0.02 -0.06 -0.02
C 2.385942 5.611603 5.005052 0.03 0.04 0.04
C 1.087513 5.402291 4.530699 -0.04 -0.02 -0.02
C 0.877653 4.730352 3.343387 0.04 0.01 0.03
C 1.960843 4.257612 2.611413 -0.01 0.04 -0.01
C 3.254487 4.472748 3.062991 -0.01 -0.01 0.01
C 3.464834 5.146486 4.253147 0.01 -0.01 0.00
S 1.670630 3.347994 1.132615 0.06 0.02 0.00
O 2.910787 3.305959 0.407497 0.05 0.01 -0.03
O 0.480172 3.880687 0.526648 -0.03 -0.01 -0.01
N 1.269912 1.867375 1.620891 -0.81 0.19 -0.16
C 2.123960 0.853552 1.930085 -0.07 -0.14 0.06
S 3.859962 0.911073 1.908561 -0.03 0.09 -0.03
C 3.892633 -0.728208 2.446021 -0.03 -0.01 -0.02
C 2.632165 -1.195985 2.564893 0.01 -0.03 -0.05
N 1.626229 -0.307624 2.268334 0.16 -0.12 0.28
H 1.830321 6.326008 6.828600 -0.01 0.02 0.00
H 3.481779 6.159631 6.630819 0.01 0.01 -0.01
H 0.243842 5.779813 5.096644 0.01 0.00 0.00
H -0.126178 4.578767 2.967626 0.02 0.01 -0.01
H 4.090278 4.120759 2.473583 -0.01 0.00 0.00
H 4.475282 5.321686 4.603047 0.00 0.00 0.00
H 4.819975 -1.250027 2.608843 0.00 0.01 -0.01
H 2.372112 -2.204096 2.853911 -0.02 0.00 0.01



(3)
86
Properties=species:S:1:pos:R:3:forces:R:3 method="wB97M-V/def2-TZVPD" e_above_lowest_kcal_mol=11.6 homo_ev=-4.269 total_charge=-1 largest_force_ev_per_a=2.063 multiplicity=1
La 11.671829 11.878089 11.795043 -0.42 -0.16 0.55
O 11.075069 14.613584 6.473544 -0.13 0.00 0.52
C 11.701858 15.521840 7.249169 -0.38 -0.53 -0.14
C 12.072459 16.690896 6.616209 -0.29 1.01 -0.25
C 12.699656 17.727029 7.296491 -0.54 -1.29 -0.25
C 13.035460 17.590000 8.634847 0.09 -0.10 -0.17
C 12.716892 16.398412 9.260146 -0.91 -0.76 -1.09
C 11.978270 15.355758 8.612711 1.55 0.94 0.98
C 11.670417 14.106766 9.380314 -0.13 0.47 -1.42
O 11.980917 13.995778 10.613555 -0.27 -0.11 -0.30
N 11.052619 13.233756 8.598930 0.02 -0.31 1.36
N 10.585609 12.149047 9.346391 0.18 0.24 0.11
C 9.781053 11.394040 8.705577 0.00 -0.14 0.52
C 8.971713 10.330976 9.273991 0.77 0.62 -0.70
C 8.177482 9.712482 8.348860 -1.06 -1.67 0.30
C 7.313445 8.680825 8.725095 0.50 0.50 -0.98
C 7.278807 8.300113 10.054881 0.12 0.08 0.45
C 8.050432 8.925979 11.020184 -0.01 0.15 -1.74
C 8.944196 9.956310 10.628845 -0.91 -0.34 0.29
O 9.629319 10.582979 11.494635 1.64 0.71 0.87
H 10.824462 13.877985 7.115241 0.23 0.03 -0.19
H 11.692232 16.791627 5.596237 0.49 0.11 0.19
H 12.931160 18.595013 6.747712 0.27 1.09 -0.43
H 13.551623 18.413590 9.118484 0.01 -0.29 0.22
H 13.042981 16.189741 10.243545 0.10 -0.07 1.03
H 9.640292 11.576671 7.639463 -0.08 0.13 0.00
H 8.302919 9.985919 7.324455 -0.22 0.14 -0.61
H 6.761827 8.175469 7.943254 -0.20 -0.12 0.21
H 6.652782 7.486489 10.372153 -0.31 -0.26 0.00
H 7.982877 8.602341 12.023431 0.17 -0.13 0.95
C 7.781116 13.694596 12.230162 -0.63 0.41 -0.20
As 9.023444 12.839403 13.385076 1.13 -0.39 1.17
C 8.083678 11.203608 13.877624 0.22 0.68 -1.22
C 8.837761 13.812528 15.119181 0.11 0.20 -0.71
C 7.799372 13.506619 15.973905 -0.60 -0.80 0.17
C 7.660916 14.053188 17.226953 -0.37 0.15 0.70
C 8.504155 15.095741 17.634353 0.28 -0.43 -0.19
C 9.517579 15.469480 16.771465 -0.30 -0.88 -1.70
C 9.723283 14.792085 15.527657 -0.15 0.73 0.81
As 11.340963 15.082336 14.486930 0.38 -0.69 -0.37
C 11.297276 16.989187 14.136834 -0.16 0.21 0.69
C 12.506852 14.898019 16.042787 0.65 1.15 -0.18
H 6.888486 14.039653 12.757506 0.00 0.02 -0.31
H 7.554779 12.966295 11.465393 -0.40 -0.38 -0.16
H 8.285580 14.487658 11.688545 -0.02 0.40 0.21
H 7.101094 11.502624 14.137767 -1.09 -0.10 0.55
H 8.633786 10.682136 14.640435 0.07 -0.19 0.23
H 8.052998 10.670211 12.928652 0.00 -0.20 0.42
H 7.106373 12.730087 15.690254 -0.14 -0.07 0.03
H 6.879239 13.624422 17.876243 0.44 0.53 -0.23
H 8.449935 15.538152 18.621652 -0.25 0.07 -0.07
H 10.154109 16.309720 16.923918 0.40 0.44 0.68
H 10.762145 17.595385 14.869840 -0.47 -0.13 -0.24
H 10.919784 17.041356 13.124594 -0.21 0.54 -0.10
H 12.295221 17.377051 14.191975 0.79 0.05 -0.34
H 12.204510 15.615555 16.828863 0.31 -0.52 -0.25
H 13.580611 15.045025 15.779026 -0.76 -0.10 0.14
H 12.327535 13.872710 16.311631 0.11 -0.42 0.47
Se 11.418153 11.408664 14.949868 0.97 -0.74 -0.02
Te 13.407840 9.737783 15.088109 -0.54 0.32 -0.58
Te 13.158716 8.311269 12.726081 -0.12 0.46 0.38
Se 13.756482 9.937387 10.897865 0.21 -0.32 -0.12
O 13.812233 12.952652 12.620688 -0.57 -0.27 -0.31
S 15.088105 12.846295 13.374728 1.17 0.06 -0.83
C 15.659412 14.574337 13.355110 -0.34 -1.71 0.19
C 14.776338 15.542568 12.888810 0.54 -0.49 0.21
C 15.160185 16.869699 13.056165 0.50 -0.86 0.46
C 16.336749 17.110309 13.748329 0.31 -0.25 0.06
C 17.195391 16.086699 14.207394 -1.40 0.59 -0.66
C 16.872055 14.767834 14.007565 -0.17 0.41 -0.29
C 16.348478 12.127577 12.200976 -0.10 0.73 -0.40
C 17.083273 11.011386 12.586727 -0.58 0.14 -0.39
C 17.922596 10.373163 11.663665 0.48 0.59 -0.23
C 18.076242 10.880200 10.372724 -0.06 -0.27 0.04
C 17.340752 12.027490 10.022924 1.10 -0.14 -1.29
C 16.520705 12.681719 10.903580 -0.44 -0.75 1.08
H 13.838528 15.196925 12.457605 0.11 0.21 -0.07
H 14.555291 17.683308 12.718104 -0.32 0.32 -0.16
H 16.568818 18.135919 13.947341 0.39 0.40 0.13
H 18.051272 16.321567 14.753580 1.36 0.57 0.71
H 17.539621 13.952676 14.344601 -0.68 0.44 -0.25
H 16.920346 10.587012 13.567198 0.05 -0.04 0.11
H 18.535823 9.542214 11.985396 -0.20 -0.18 0.00
H 18.753816 10.373617 9.630468 -0.84 0.66 0.91
H 17.481676 12.447816 9.006788 -0.22 -0.31 0.72
H 15.984964 13.543669 10.539434 -0.24 0.19 0.32



no.,molecular weight (g mol⁻¹)
1,573.69
2,964.07
3,1294.63